[1]
{"formula": "C4H8O2", "method": "ωB97M-V with the def2-TZVPD basis set", "homo_lumo_gap_ev": 10.05, "smiles": "C=C[C@@H](O)OC", "multiplicity": 1, "homo_ev": -9.28, "de_lowest_ev": 4.058, "e_lumo_ev": 0.770, "symbols": ["C", "C", "C", "C", "O", "O", "H", "H", "H", "H", "H", "H", "H", "H"], "coordinates": [[-0.496, -0.218, 0.309], [-0.877, 2.097, -0.425], [0.377, -1.715, -0.303], [1.684, -1.882, -0.261], [0.046, 0.651, -0.517], [-0.250, -0.106, 1.651], [0.033, 0.798, 1.849], [-1.573, -0.414, 0.152], [-0.275, -2.532, -0.591], [-1.897, 1.943, -0.070], [-0.321, 2.762, 0.236], [-0.876, 2.433, -1.456], [2.152, -2.794, -0.617], [2.272, -1.021, 0.042]]}


[2]
{"formula": "C4H8O2", "method": "ωB97M-V with the def2-TZVPD basis set", "homo_lumo_gap_ev": 9.82, "multiplicity": 1, "homo_ev": -8.94, "de_lowest_ev": 4.750, "e_lumo_ev": 0.882, "symbols": ["O", "C", "C", "C", "C", "O", "H", "H", "H", "H", "H", "H", "H", "H"], "coordinates": [[2.322, 0.507, 0.370], [1.100, 0.232, 0.952], [0.180, -0.727, 0.074], [-0.806, 0.563, -0.058], [-1.311, -0.271, -1.185], [-0.050, -0.969, -1.331], [2.538, -0.330, -0.046], [1.051, -0.349, 1.872], [0.732, 1.250, 1.269], [-0.330, -1.547, 0.617], [-1.436, 0.866, 0.786], [-0.295, 1.481, -0.430], [-1.606, 0.233, -2.094], [-2.089, -0.940, -0.794]]}


[3]
{"formula": "C4H8O2", "method": "ωB97M-V with the def2-TZVPD basis set", "homo_lumo_gap_ev": 10.56, "smiles": "C=CC(C)=O.O", "multiplicity": 1, "homo_ev": -9.72, "de_lowest_ev": 1.964, "e_lumo_ev": 0.836, "symbols": ["C", "C", "O", "C", "O", "C", "H", "H", "H", "H", "H", "H", "H", "H"], "coordinates": [[-1.092, 1.182, 0.043], [-0.565, 0.012, 0.402], [-1.815, -1.341, -1.072], [0.760, -0.420, -0.155], [0.931, -1.003, -1.208], [1.879, 0.048, 0.730], [-0.634, 1.776, -0.745], [-1.959, 1.585, 0.550], [-1.970, -0.382, -1.093], [-0.963, -0.598, 1.208], [-0.957, -1.427, -1.522], [1.885, 1.144, 0.684], [2.836, -0.357, 0.408], [1.664, -0.217, 1.771]]}


[4]
{"formula": "C4H8O2", "method": "ωB97M-V with the def2-TZVPD basis set", "homo_lumo_gap_ev": 9.99, "multiplicity": 1, "homo_ev": -9.78, "de_lowest_ev": 3.788, "e_lumo_ev": 0.211, "symbols": ["C", "C", "O", "C", "C", "O", "H", "H", "H", "H", "H", "H", "H", "H"], "coordinates": [[0.061, 0.816, -1.641], [-0.826, 0.208, -0.613], [-0.717, -1.151, -0.410], [-0.405, 0.210, 0.775], [0.880, -0.320, 1.314], [0.338, -1.555, 1.741], [1.105, 0.538, -1.467], [-0.046, 1.903, -1.588], [-0.246, 0.452, -2.622], [-1.878, 0.482, -0.706], [-1.105, 0.442, 1.585], [1.291, 0.209, 2.187], [1.664, -0.425, 0.551], [-0.116, -1.809, 0.893]]}


[5]
{"formula": "C4H8O2", "method": "ωB97M-V with the def2-TZVPD basis set", "homo_lumo_gap_ev": 9.36, "multiplicity": 1, "homo_ev": -8.35, "de_lowest_ev": 4.506, "e_lumo_ev": 1.008, "symbols": ["C", "O", "C", "C", "C", "O", "H", "H", "H", "H", "H", "H", "H", "H"], "coordinates": [[-0.456, -1.729, -1.032], [0.104, -0.457, -0.842], [-0.771, 0.398, -0.164], [-0.013, 1.602, 0.342], [1.066, 0.159, 1.867], [0.788, 1.384, 1.533], [0.316, -2.368, -1.465], [-1.318, -1.688, -1.719], [-0.785, -2.163, -0.076], [-1.254, -0.113, 0.684], [-1.570, 0.745, -0.845], [-0.698, 2.409, 0.614], [0.693, 1.954, -0.414], [1.717, 0.305, 2.762]]}


[6]
{"formula": "C4H8O2", "method": "ωB97M-V with the def2-TZVPD basis set", "homo_lumo_gap_ev": 8.78, "smiles": "C[C@H]1[C@@H](O)[C@H]1O", "multiplicity": 1, "homo_ev": -8.08, "de_lowest_ev": 3.462, "e_lumo_ev": 0.706, "symbols": ["C", "C", "C", "O", "C", "O", "H", "H", "H", "H", "H", "H", "H", "H"], "coordinates": [[-0.146, -0.393, -1.547], [-0.600, 0.470, -0.399], [-0.736, -0.132, 0.968], [0.066, -1.282, 1.116], [0.407, 1.050, 0.487], [1.697, 0.598, 0.580], [0.063, 0.257, -2.401], [0.769, -0.946, -1.322], [-0.919, -1.108, -1.834], [-1.433, 1.123, -0.624], [-0.784, 0.580, 1.777], [-0.366, -1.971, 1.620], [0.340, 2.107, 0.785], [1.641, -0.353, 0.794]]}


[7]
{"formula": "C4H8O2", "method": "ωB97M-V with the def2-TZVPD basis set", "homo_lumo_gap_ev": 10.81, "smiles": "CCCC(=O)O", "multiplicity": 1, "homo_ev": -10.27, "de_lowest_ev": 1.340, "e_lumo_ev": 0.536, "symbols": ["O", "C", "O", "C", "C", "C", "H", "H", "H", "H", "H", "H", "H", "H"], "coordinates": [[1.110, 0.026, -2.688], [0.832, 0.428, -1.567], [0.939, 1.725, -1.179], [0.687, -0.574, -0.253], [-0.168, 0.103, 0.872], [-1.568, -0.568, 1.150], [1.797, 2.020, -1.607], [1.774, -0.916, 0.078], [0.292, -1.496, -0.761], [0.482, 0.198, 1.760], [-0.352, 1.079, 0.447], [-2.249, 0.226, 1.583], [-1.415, -1.344, 1.891], [-2.161, -0.905, 0.274]]}


[8]
{"formula": "C4H8O2", "method": "ωB97M-V with the def2-TZVPD basis set", "homo_lumo_gap_ev": 10.64, "smiles": "CCC=O.C=O", "multiplicity": 1, "homo_ev": -9.78, "de_lowest_ev": 2.381, "e_lumo_ev": 0.858, "symbols": ["C", "C", "C", "O", "C", "O", "H", "H", "H", "H", "H", "H", "H", "H"], "coordinates": [[-0.948, 1.745, 0.591], [0.303, 0.295, -0.691], [-0.881, 0.241, 0.220], [1.447, 0.252, -0.299], [1.331, -2.237, -0.232], [1.867, -2.530, -1.268], [-1.947, 2.155, 0.459], [-0.593, 1.876, 1.613], [-0.265, 2.336, -0.035], [0.056, 0.558, -1.737], [-0.687, -0.388, 1.094], [0.228, -2.116, -0.155], [-1.786, -0.136, -0.272], [1.874, -2.052, 0.714]]}


What did the eighth record say?
{"formula": "C4H8O2", "method": "ωB97M-V with the def2-TZVPD basis set", "homo_lumo_gap_ev": 10.64, "smiles": "CCC=O.C=O", "multiplicity": 1, "homo_ev": -9.78, "de_lowest_ev": 2.381, "e_lumo_ev": 0.858, "symbols": ["C", "C", "C", "O", "C", "O", "H", "H", "H", "H", "H", "H", "H", "H"], "coordinates": [[-0.948, 1.745, 0.591], [0.303, 0.295, -0.691], [-0.881, 0.241, 0.220], [1.447, 0.252, -0.299], [1.331, -2.237, -0.232], [1.867, -2.530, -1.268], [-1.947, 2.155, 0.459], [-0.593, 1.876, 1.613], [-0.265, 2.336, -0.035], [0.056, 0.558, -1.737], [-0.687, -0.388, 1.094], [0.228, -2.116, -0.155], [-1.786, -0.136, -0.272], [1.874, -2.052, 0.714]]}